Record 1
Computed, not measured: 2 unconnected molecules or ions with the total composition C18H22B2F5N4O6PS in a non-equilibrium geometry, with wB97M-V/def2-TZVPD.

Calculated values
ΔE to the lowest compared entry with this formula, charge and spin   91.0 kJ/mol
2S+1   1

The geometry in XYZ format:
```
59
C18H22B2F5N4O6PS, DFT wB97M-V/def2-TZVPD
H -0.667 -5.322 0.418
O -3.298 -0.598 -1.094
F -5.108 1.706 -2.262
C 0.513 -1.139 -1.537
O -1.999 0.264 -2.730
H 3.050 -0.230 1.295
C 0.149 -0.141 -0.435
H 2.829 1.512 -0.969
S -0.340 5.195 1.842
H -0.239 -1.138 -2.340
C -1.183 0.338 -0.381
C 2.495 -0.209 0.350
H 4.976 1.230 0.491
C 3.298 0.533 -0.794
F -7.046 0.466 -2.012
H -2.164 -3.712 0.461
O 5.525 -0.498 -0.450
B -6.485 1.748 -1.871
N 0.721 1.256 1.434
C 0.711 -2.599 -1.081
H 2.215 0.799 4.400
N -3.432 3.094 0.167
C -1.530 1.247 0.632
C -0.885 3.778 2.160
H -4.604 1.709 1.786
H 3.751 2.909 2.218
H 1.169 2.693 4.291
H 2.722 -2.612 -1.926
H -3.257 3.064 -0.838
C 0.095 -4.736 -0.096
H 5.213 1.369 -1.245
H -2.166 -2.781 -1.020
H 2.427 -1.254 0.020
C -0.567 1.676 1.504
F -6.568 2.159 -0.518
H -2.907 3.856 0.592
C 1.079 0.335 0.479
C 1.953 -3.177 -1.388
C 4.783 0.718 -0.457
B -3.047 1.807 0.761
F -7.172 2.663 -2.686
H 3.212 -4.926 -1.338
O 3.196 2.342 1.658
C 1.328 -5.286 -0.409
C -1.616 -2.928 -0.082
H 1.448 -0.831 -2.018
H 5.840 -0.664 -1.343
O 1.556 3.037 3.472
C -2.266 -0.071 -1.364
F -2.272 1.643 -2.815
N -0.982 2.598 2.512
H 1.525 -6.328 -0.160
H -1.615 -2.050 0.573
C 2.249 -4.486 -1.073
N 2.343 0.585 3.416
P 1.979 1.801 2.530
H 3.259 -0.071 -1.711
O -3.975 1.070 1.411
C -0.216 -3.416 -0.430
```


Record 2
Computed, not measured: C4H2F2O in the gas phase in a non-equilibrium geometry, with wB97M-V/def2-TZVPD.

Calculated values
Expectation value of S²   2.01
ΔE to the lowest compared entry with this formula, charge and spin   101.2 kJ/mol
2S+1   3

The geometry in XYZ format:
```
9
C4H2F2O, DFT wB97M-V/def2-TZVPD
C 0.700 -0.671 -0.095
H 1.425 -1.493 0.204
H 1.727 1.268 0.067
C -0.590 -1.019 0.012
F -1.059 2.338 -0.035
F -0.978 -2.299 0.006
O -1.453 -0.032 -0.061
C 0.756 0.794 -0.051
C -0.527 1.113 -0.047
```


Record 3
Computed, not measured: C18H21FN4O2S in the gas phase, with wB97M-V/def2-TZVPD.

Calculated values
ΔE to the lowest compared entry with this formula, charge and spin   0.0 kJ/mol
2S+1   1

The geometry in XYZ format:
```
47
C18H21FN4O2S, DFT wB97M-V/def2-TZVPD
C 3.614 -0.401 -0.716
C -2.466 -2.270 -0.416
N -2.487 -1.704 0.824
C -1.149 2.175 -1.757
H 2.356 2.200 -0.397
H -0.990 4.580 0.620
C -3.149 -1.575 -1.363
H 1.596 -0.200 -1.188
H -2.070 -4.341 -0.039
C 1.855 -2.171 -0.376
N -0.281 -3.318 -0.263
C -0.650 1.110 -1.028
H -2.903 1.216 1.893
H 3.789 2.626 0.566
C -3.161 -0.613 0.858
H -1.708 -3.783 -1.698
C -1.254 3.411 -1.148
H -1.462 2.051 -2.782
H -3.264 -1.803 -2.403
H 3.449 0.559 1.938
C 3.175 1.798 0.212
H 2.600 -2.636 -1.028
H -0.589 0.140 -1.498
H 4.936 1.125 -0.791
H -0.102 2.673 1.916
H -0.175 -0.799 0.794
C 0.329 0.124 1.082
H -4.405 0.372 2.267
H -2.867 -0.240 2.910
N 1.762 -0.095 0.931
H 2.043 1.634 2.061
F -1.743 4.455 -1.851
H 1.960 -2.580 0.628
C -0.249 1.277 0.295
C 2.153 -0.664 -0.354
C -3.346 0.234 2.058
O 0.087 -1.912 -1.978
C -0.882 3.606 0.169
C 0.483 -2.438 -0.955
O 4.351 -1.240 -1.189
H 0.147 0.283 2.149
C 2.604 0.990 1.385
C -0.381 2.532 0.881
N 3.983 0.888 -0.561
H -0.006 -3.589 0.666
C -1.668 -3.522 -0.638
S -3.862 -0.164 -0.687
```


Record 4
Computed, not measured: 4 unconnected molecules or ions with the total composition C16H24O12 in a non-equilibrium geometry, with wB97M-V/def2-TZVPD.

Calculated values
ΔE to the lowest compared entry with this formula, charge and spin   41.5 kJ/mol
2S+1   1

The geometry in XYZ format:
```
52
C16H24O12, DFT wB97M-V/def2-TZVPD
H -21.964 -5.699 14.923
O -17.159 -8.967 15.406
C -19.943 -19.182 19.174
O -23.516 -7.993 16.785
O -19.238 -15.517 16.199
C -22.375 -14.208 16.057
H -18.961 -19.557 19.458
H -21.332 -6.089 16.577
H -21.248 -17.521 19.662
H -22.701 -11.397 16.456
C -20.207 -14.825 16.244
O -21.372 -15.105 15.609
C -18.455 -9.319 15.366
O -20.297 -13.679 16.924
H -16.139 -8.508 12.807
H -18.735 -6.471 14.512
C -21.672 -20.247 20.260
H -15.030 -8.468 14.160
O -19.136 -8.499 14.531
H -25.331 -6.122 15.399
C -21.678 -11.766 16.317
H -23.661 -6.005 16.993
H -18.309 -7.362 13.038
C -15.842 -7.923 13.681
H -19.425 -19.304 17.047
H -21.441 -11.753 15.258
H -21.473 -7.343 15.433
H -24.121 -6.459 14.079
H -23.153 -14.752 16.606
O -20.864 -20.315 19.190
C -23.377 -6.700 16.199
O -24.886 -8.060 15.045
C -21.957 -6.409 15.743
C -16.936 -7.720 14.706
O -24.865 -9.776 16.501
C -24.497 -8.699 16.164
O -21.454 -19.106 20.947
H -19.946 -17.738 20.867
H -15.527 -6.958 13.277
O -22.468 -21.072 20.563
H -21.030 -11.123 16.905
H -21.972 -13.149 17.946
H -22.942 -13.812 15.210
O -18.930 -10.218 15.974
C -24.445 -6.671 15.091
C -18.326 -7.404 14.126
C -20.608 -18.244 20.171
C -21.658 -13.155 16.906
H -20.942 -18.660 17.356
H -16.587 -7.029 15.471
H -19.412 -17.687 17.718
C -19.928 -18.645 17.762
```


Record 5
Computed, not measured: C6H9N in the gas phase in a non-equilibrium geometry, with wB97M-V/def2-TZVPD.

Calculated values
ΔE to the lowest compared entry with this formula, charge and spin   508.4 kJ/mol
2S+1   1

The geometry in XYZ format:
```
16
C6H9N, DFT wB97M-V/def2-TZVPD
C -0.264 -1.413 0.098
C -1.137 -0.824 -0.783
H 1.929 0.933 -0.722
H -0.436 2.296 0.101
H -0.002 -2.499 0.659
H 1.640 -0.771 0.890
H -0.826 1.248 -1.762
H -0.827 -0.149 2.083
C -0.547 0.549 -1.025
H 1.465 -0.412 -1.667
C 0.990 0.212 -0.891
H -1.949 -1.408 -1.400
C 0.770 -0.505 0.421
H 0.433 1.017 2.205
C -0.234 0.384 1.332
N -1.004 1.342 0.459
```


Record 6
Computed, not measured: 2 unconnected molecules or ions with the total composition C2H7O2 in a non-equilibrium geometry, with wB97M-V/def2-TZVPD.

Calculated values
ΔE to the lowest compared entry with this formula, charge and spin   137.9 kJ/mol
2S+1   1
Charge   +1

The geometry in XYZ format:
```
11
C2H7O2, DFT wB97M-V/def2-TZVPD
H -1.492 1.779 -0.510
H 0.029 -2.172 0.720
C 0.870 -0.399 -0.046
O -0.558 1.663 -0.488
H -0.121 -0.546 -1.618
H 1.623 0.392 0.313
H 0.138 -0.703 1.925
O 0.874 -0.416 -1.368
C -0.037 -1.077 0.910
H -1.156 -1.008 0.601
H -0.170 2.486 -0.437
```


Record 7
Computed, not measured: a molecular structure, C22H37F3N4NiO5S2Si in a non-equilibrium geometry, with wB97M-V/def2-TZVPD.

Calculated values
Expectation value of S²   2.01
ΔE to the lowest compared entry with this formula, charge and spin   497.3 kJ/mol
2S+1   3

The geometry in XYZ format:
```
75
C22H37F3N4NiO5S2Si, DFT wB97M-V/def2-TZVPD
F -1.911 3.360 -2.484
H 1.535 -4.153 3.459
S 0.311 2.367 2.459
H -2.348 1.028 2.321
H 0.870 -0.451 3.545
H -1.815 -2.513 1.987
H 2.506 0.795 -5.117
C -2.208 -1.524 2.225
H 3.492 -1.831 1.306
H -2.538 -2.239 -0.411
H -0.591 -5.481 -2.360
H -1.595 -1.091 3.016
C -0.243 3.827 1.942
H -0.387 5.237 0.450
Ni 0.066 1.331 -0.580
H 2.169 -0.043 2.417
C 1.346 1.151 -3.352
C -2.708 0.741 1.331
H 2.257 -3.048 4.644
N 0.953 1.994 -2.403
F -3.066 2.077 -3.757
H -2.360 2.576 0.778
H -0.917 4.443 3.727
H 1.950 -3.693 -1.688
C 1.504 -4.351 -0.942
C 3.277 -2.490 2.147
H -3.238 -1.621 2.573
H 3.478 3.096 -5.096
H 2.756 4.675 -3.329
O -2.273 1.705 0.371
C 1.875 -0.723 3.216
H -1.759 -4.177 -2.064
C 2.760 2.790 -4.348
O -4.287 3.157 -1.157
H 0.927 0.154 -3.300
N -0.974 4.655 2.746
C 0.744 5.615 -1.611
H -2.881 -0.629 -1.046
C -2.144 -0.645 0.979
C 1.534 -3.128 3.832
C -2.949 -1.264 -0.164
C -0.699 -4.419 -2.137
H -3.996 -1.367 0.126
C -0.597 -4.845 0.337
C 0.008 -4.066 -0.831
H -3.802 0.712 1.334
H -0.268 -3.839 -2.953
F -1.706 1.213 -2.334
H 1.985 -4.158 0.016
H -1.071 5.630 2.503
H -0.461 -5.918 0.198
S 1.851 -0.238 -0.454
H 2.565 -0.611 4.052
H 3.311 -3.525 1.803
O -0.787 -0.448 0.581
H -1.666 -4.634 0.415
H -0.114 -4.537 1.263
C 1.895 -2.159 2.708
C 2.348 3.675 -3.370
O -0.220 -2.675 -0.625
N -0.050 4.308 0.673
Si 0.437 -1.552 0.356
C 0.883 4.138 -1.385
C -2.595 2.205 -2.516
H 4.041 -2.354 2.913
H 1.136 5.901 -2.581
N 0.493 3.548 -0.316
C 1.421 3.249 -2.422
O 0.911 -2.359 1.693
C 2.233 1.508 -4.353
H 1.679 -5.388 -1.228
H -0.316 5.886 -1.595
C -3.771 2.161 -1.515
H 1.266 6.180 -0.835
H 0.539 -2.901 4.215
```


Record 8
Computed, not measured: 8 unconnected molecules or ions with the total composition C40H114N20O6P6 in a non-equilibrium geometry, with wB97M-V/def2-TZVPD.

Calculated values
ΔE to the lowest compared entry with this formula, charge and spin   71.1 kJ/mol
2S+1   1

The geometry in XYZ format:
```
186
C40H114N20O6P6, DFT wB97M-V/def2-TZVPD
O 2.776 1.364 -6.582
C 1.502 -1.094 4.024
C -4.830 2.607 -4.986
N 4.559 3.160 -6.031
H -0.884 0.131 8.654
H 6.732 0.105 1.880
H -3.263 3.420 2.000
H 0.271 2.362 2.418
H 2.404 4.708 5.539
P 1.635 -1.401 6.702
H -0.013 5.781 -3.510
H -1.217 6.332 -4.674
C 1.860 0.399 8.714
H 4.087 -0.833 -6.606
H 0.352 2.484 0.606
H -2.687 3.251 4.640
H -4.214 -5.105 1.824
H -1.259 3.177 -7.521
H -1.461 6.578 -2.921
C -0.302 -0.793 8.568
C -2.465 -5.209 3.684
C -0.642 -0.976 5.190
H -2.803 -5.250 -3.259
H -0.417 4.078 -6.337
H -1.470 4.512 -1.540
H -2.649 1.343 -4.283
H -1.366 -7.194 0.690
H -3.995 -1.272 -4.439
N 0.382 -5.774 2.716
N 5.038 0.634 -5.458
C 2.019 4.938 4.548
H -5.626 3.240 -5.402
C 0.866 0.099 -0.980
H 6.057 1.262 -3.685
H 2.030 -0.014 9.720
N 0.316 0.799 -1.673
C -5.168 -0.068 -1.787
H 2.070 -4.119 5.513
N 1.192 -2.955 7.063
H -0.409 3.458 -2.484
N 0.804 -1.031 5.316
H 1.229 -0.195 3.467
H -3.246 -6.159 0.744
H 6.950 0.144 -4.803
H -1.090 -1.697 5.883
H 0.194 -7.402 -0.081
H 2.590 -0.908 -0.390
H -3.277 -5.924 3.815
C -1.745 1.515 -4.873
C -3.034 -4.795 -2.286
C -4.952 -1.381 -3.911
C -0.712 -6.764 -0.076
H -2.028 4.218 1.016
H 4.757 2.408 -7.998
H -5.087 3.481 -2.416
H -0.495 2.709 4.823
N -1.565 4.121 3.119
H -3.301 4.866 4.066
C 5.029 3.297 -7.417
H -1.006 -7.155 3.521
N -4.826 -1.292 -2.439
H 1.382 1.378 8.792
H -5.370 4.825 -3.540
H 1.636 -0.258 0.950
C -1.429 3.880 -2.431
C 3.367 1.050 -2.993
C 5.206 0.982 0.720
H 1.303 6.135 1.154
C -4.594 4.162 -3.117
H 7.315 1.283 0.804
N -2.099 -5.271 2.250
C 0.041 -7.109 3.212
H -5.199 -5.283 -3.570
N 0.542 4.290 1.693
H 2.808 0.505 8.196
H 0.256 -3.572 -0.551
H 1.333 2.512 -3.709
H -5.397 -2.334 -4.205
C -2.433 4.249 4.289
H 2.472 3.812 -3.224
H -5.646 -0.616 -4.257
H 1.612 4.785 -0.036
H -0.884 1.457 -4.188
H 2.063 3.518 -4.907
H -3.863 4.792 -2.617
C -2.197 3.619 1.914
H 1.252 2.391 4.547
H -2.972 -1.951 0.753
H 1.057 -4.412 8.516
H 2.737 -3.817 8.232
H 2.235 -5.658 1.714
H 0.207 -7.914 2.483
H -0.258 -4.814 -1.771
H 5.729 -1.275 -6.047
H 0.396 -3.603 5.212
H 4.512 4.109 -7.958
C 1.676 -3.540 8.307
P -2.615 4.074 -4.902
P -0.605 -4.837 1.771
C -5.345 -4.532 -2.795
C 1.093 -3.907 5.990
H 1.881 -4.357 2.783
H 2.290 -5.973 3.493
H 2.604 0.296 -3.186
C 6.561 0.497 0.873
H -1.812 -2.795 -3.073
H 1.587 -2.845 9.142
H -5.794 -0.242 -0.900
H -5.856 0.487 -2.427
H 2.047 5.997 4.301
C 0.508 3.099 4.957
H 0.735 3.155 6.025
C 1.784 -5.443 2.699
O 3.068 -1.155 6.520
H -2.067 3.000 -2.342
C 2.277 3.019 -3.955
C -1.096 5.887 -3.693
H 2.566 4.874 1.408
H -0.050 2.335 -6.555
N -4.107 -3.818 -2.526
C 0.724 2.874 1.562
H -2.834 -4.226 3.985
N 0.999 -0.519 7.950
H -0.875 -1.484 7.971
O -0.288 -3.404 1.844
H 0.605 -7.330 4.125
H -0.144 -1.230 9.567
H 6.769 -0.281 0.145
O -5.061 -2.779 -0.309
H 5.505 3.835 -4.211
N 0.674 4.405 4.374
H -1.618 -5.521 4.291
H -3.327 -5.516 -1.521
C -2.292 -1.536 -0.004
N -3.925 3.395 -4.179
C 5.091 -0.468 -6.410
C 1.557 5.087 1.015
H 1.782 2.553 1.588
H -2.098 -4.320 -2.014
C 0.215 -4.629 -0.810
H 4.082 4.816 -4.735
H 0.802 -4.883 6.389
H 1.254 -2.005 3.463
P -4.226 -2.529 -1.489
H -4.266 2.117 -5.778
H 6.753 1.827 -5.178
H 4.368 0.635 -2.968
P -0.149 4.925 3.042
H 5.633 4.944 -5.552
H 1.288 -4.907 -0.864
H -0.938 -1.309 4.199
H -1.685 0.657 -5.553
H -3.206 -4.436 0.565
H -1.864 -1.017 -2.849
H 6.113 3.457 -7.446
O -2.864 5.144 -5.857
H 3.131 1.589 -2.080
H -4.294 0.523 -1.498
H -6.162 -3.871 -3.086
H -5.692 -5.058 -1.886
H -2.267 -0.450 0.120
H -1.855 4.781 5.051
H -1.766 2.630 1.661
H -1.033 0.012 5.443
N -2.642 -2.116 -1.279
H 2.726 4.440 3.845
C -0.844 3.079 -6.507
N 4.116 1.347 0.580
C 6.232 0.956 -4.719
H -0.682 -1.931 -2.009
N -1.834 2.775 -5.548
H -5.308 1.840 -4.372
C 4.954 4.238 -5.071
C 1.577 -0.726 -0.031
H 2.576 -1.125 4.209
O -0.227 6.391 3.008
C -1.716 -1.990 -2.352
H 1.095 -1.692 0.148
N 3.379 2.070 -4.042
N -0.456 -5.407 0.223
H -1.192 -6.948 -1.046
C -3.267 -5.223 1.323
P 3.807 1.737 -5.591
N -1.706 4.606 -3.632
H -1.364 -2.011 0.330
H 5.517 -0.149 -7.379
```